Version P
ORCA calculation (ωB97M-V with the def2-TZVPD basis set) on an isolated molecule of C21H24N2O7.

Output
Molar mass in u: 416.43
Gap between HOMO and LUMO in hartree: 0.31013
E_HOMO in eV: -7.8
SMILES: COc1ccc(NC(=O)[C@H]2CC(c3cc(OC)c(OC)c(OC)c3)=NO2)cc1OC

Structure (ORCA input):
```
! wB97M-V def2-TZVPD RIJCOSX def2/J DEFGRID3
* xyz 0 1
C 5.4987 3.2065 -4.9174
O 5.6068 1.9498 -4.2987
C 4.8447 1.6963 -3.1819
C 3.9742 2.6282 -2.6312
C 3.2160 2.3595 -1.5058
C 3.3198 1.1181 -0.8974
C 4.1854 0.1745 -1.4363
C 4.9516 0.4339 -2.5661
O 5.7398 -0.6125 -2.9409
C 6.5669 -0.5450 -4.0804
H 5.9888 -0.3792 -4.9916
H 7.0541 -1.5189 -4.1320
H 7.3242 0.2357 -3.9862
H 4.2870 -0.8007 -0.9852
N 2.5984 0.7636 0.2477
C 1.6642 1.4700 0.9131
O 1.2539 2.5782 0.6392
C 1.1277 0.7182 2.1489
C -0.3886 0.8832 2.2863
C -0.8336 -0.5394 2.0264
N 0.1475 -1.3476 1.9006
O 1.3477 -0.6974 2.0320
C -2.2113 -0.9662 1.9445
C -3.2493 -0.0499 2.0752
C -4.5771 -0.4519 2.0007
C -4.8810 -1.8049 1.7841
C -3.8183 -2.7309 1.6564
C -2.5052 -2.3146 1.7359
H -1.6810 -2.9992 1.6398
O -4.2122 -4.0168 1.4534
C -3.2161 -5.0010 1.3165
H -2.5732 -4.8066 0.4521
H -2.5980 -5.0768 2.2167
H -3.7510 -5.9374 1.1657
O -6.1079 -2.3784 1.6880
C -7.2860 -1.6075 1.6385
H -7.4596 -1.0681 2.5718
H -7.2711 -0.8971 0.8091
H -8.0866 -2.3306 1.4822
O -5.6238 0.4285 2.1375
C -5.3421 1.7945 2.3129
H -4.7934 1.9796 3.2421
H -4.7807 2.2052 1.4677
H -6.3140 2.2830 2.3688
H -3.0143 0.9875 2.2395
H -0.6950 1.2132 3.2798
H -0.7660 1.5892 1.5449
H 1.6853 1.0717 3.0231
H 2.7611 -0.1760 0.5947
H 2.5513 3.1063 -1.1080
H 3.8755 3.6006 -3.0849
H 4.4827 3.3937 -5.2801
H 5.8019 4.0163 -4.2459
H 6.1811 3.1697 -5.7658
*
```

=====

Version Q
ORCA calculation (ωB97M-V with the def2-TZVPD basis set) on an isolated molecule of C21H24N2O7.

Output
Molar mass in u: 416.43
Gap between HOMO and LUMO in hartree: 0.30182
E_HOMO in eV: -8.4
SMILES: Cc1c(CC(=O)NCC(=O)NCC(=O)O)c(=O)oc2cc3c(cc12)CCC(C)(C)O3

Structure (ORCA input):
```
! wB97M-V def2-TZVPD RIJCOSX def2/J DEFGRID3
* xyz 0 1
C -1.3569 -2.8345 -1.2964
C -1.1260 -1.9523 -0.1108
C -2.1442 -1.7081 0.7663
C -1.9995 -0.7239 1.8156
O -2.9258 -0.3183 2.5048
O -0.7893 -0.1612 2.0165
C 0.2662 -0.4458 1.2167
C 1.4550 0.2028 1.5015
C 2.5706 0.0102 0.6969
C 2.4862 -0.8738 -0.3964
C 1.2980 -1.5169 -0.6564
C 0.1480 -1.3241 0.1229
H 1.2698 -2.2012 -1.4901
C 3.6951 -1.1093 -1.2584
C 4.9557 -0.6811 -0.5149
H 5.1603 -1.3939 0.2878
H 5.8135 -0.6689 -1.1871
C 4.7735 0.7060 0.1122
C 4.4890 1.7813 -0.9409
H 5.2399 1.7506 -1.7258
H 4.5063 2.7625 -0.4739
H 3.5040 1.6409 -1.3787
C 6.0027 1.0852 0.9372
H 6.2161 0.3141 1.6729
H 5.8161 2.0178 1.4620
H 6.8653 1.2071 0.2888
O 3.6834 0.6751 1.0430
H 3.5978 -0.5437 -2.1896
H 3.7582 -2.1659 -1.5274
H 1.5102 0.8770 2.3391
C -3.5200 -2.3009 0.6364
H -3.9671 -2.3985 1.6256
H -3.4861 -3.2714 0.1470
C -4.3386 -1.3266 -0.2189
O -4.4022 -1.4177 -1.4257
N -4.9464 -0.3666 0.5095
H -4.7422 -0.3372 1.5006
C -5.5095 0.8143 -0.0977
H -6.3568 1.1672 0.4964
C -4.5064 1.9632 -0.2683
O -4.6132 2.7826 -1.1527
N -3.5272 2.0096 0.6668
H -3.4569 1.2803 1.3636
C -2.3484 2.8056 0.4516
C -1.2847 2.0664 -0.3465
O -0.1405 2.4130 -0.4608
O -1.7755 0.9718 -0.9314
H -1.1161 0.5548 -1.5078
H -2.6378 3.6812 -0.1422
H -1.9226 3.1410 1.3992
H -5.8626 0.5491 -1.0974
H -2.3177 -2.5941 -1.7468
H -0.5861 -2.7144 -2.0494
H -1.3744 -3.8802 -0.9885
*
```

=====

Relative to the most stable one, in eV, the structures come out at version P 6.286; version Q 0.000.

=====

Version P
ORCA calculation (ωB97M-V with the def2-TZVPD basis set) on a cluster of 2 separate species, C4H8NOP in total.

Output
Molar mass in u: 117.09
Gap between HOMO and LUMO (alpha / beta) in hartree: 0.33058 / 0.21847
E_HOMO (alpha / beta) in eV: -9.6 / -7.2

Structure (ORCA input):
```
! wB97M-V def2-TZVPD RIJCOSX def2/J DEFGRID3
* xyz 0 1
C 1.1310 -0.0876 -1.2227
C -0.1077 -0.0299 -0.4107
C -0.4611 1.2900 0.2569
C -0.5601 -1.2507 0.3667
N -0.1655 -0.0373 -1.8313
O -2.0777 -3.0730 -3.0170
P -0.6939 -2.6839 -3.0486
H 1.7501 0.7984 -1.3284
H 1.6873 -1.0184 -1.2828
H -0.2144 2.1147 -0.4085
H 0.1027 1.4004 1.1825
H -1.5243 1.3313 0.4808
H -0.2425 -1.1691 1.4033
H -0.1320 -2.1573 -0.0655
H -1.6460 -1.3378 0.3351
*
```

=====

Version Q
ORCA calculation (ωB97M-V with the def2-TZVPD basis set) on an isolated molecule of C4H8NOP.

Output
Molar mass in u: 117.09
Gap between HOMO and LUMO (alpha / beta) in hartree: 0.28292 / 0.28287
E_HOMO (alpha / beta) in eV: -7.9 / -7.9

Structure (ORCA input):
```
! wB97M-V def2-TZVPD RIJCOSX def2/J DEFGRID3
* xyz 0 1
C -1.3654 -1.1369 -0.8248
C 1.6695 -0.4963 0.2176
C 0.8342 0.6549 0.9763
C -0.2107 1.3420 0.1087
N -1.6879 -2.2765 -0.8090
O -2.2362 1.1819 -1.8327
P -1.7602 0.5747 -0.5698
H 1.0329 -1.2559 -0.0046
H 2.5322 -1.0339 0.7962
H 0.3869 0.1181 1.7574
H 1.3063 1.5077 1.3768
H -0.5937 2.1381 0.8204
H 0.3845 1.8273 -0.7021
H -2.3617 -3.0589 -0.5513
H 2.0693 -0.0862 -0.7591
*
```

=====

Relative to the most stable one, in eV, the structures come out at version P 0.879; version Q 0.000.

=====

Version P
ORCA calculation (ωB97M-V with the def2-TZVPD basis set) on a cluster of 2 separate species, CH2I2O2 in total.

Output
Molar mass in u: 299.83
Gap between HOMO and LUMO in hartree: 0.26957
E_HOMO in eV: -9.7
SMILES: O=C(I)I.O

Structure (ORCA input):
```
! wB97M-V def2-TZVPD RIJCOSX def2/J DEFGRID3
* xyz 0 1
C 0.8420 -0.9451 -0.1390
O 0.0669 1.2278 0.4296
O 0.8859 -0.9697 -1.3071
I 2.8280 -0.8437 0.9887
I -0.5592 -2.4773 0.9894
H 0.9693 1.0546 0.7832
H -0.5794 1.8405 0.5047
*
```

=====

Version Q
ORCA calculation (ωB97M-V with the def2-TZVPD basis set) on a cluster of 2 separate species, CH2I2O2 in total.

Output
Molar mass in u: 299.83
Gap between HOMO and LUMO (alpha / beta) in hartree: 0.25431 / 0.25455
E_HOMO (alpha / beta) in eV: -8.5 / -8.5

Structure (ORCA input):
```
! wB97M-V def2-TZVPD RIJCOSX def2/J DEFGRID3
* xyz 0 1
C 0.0041 0.4482 0.0380
O -0.7588 0.0856 1.0844
O -0.4537 0.1869 -1.2146
I 0.8307 2.3135 0.2620
I 2.2171 -1.5031 0.4003
H -1.3319 -0.6885 0.7772
H -0.5076 -0.8426 -1.3474
*
```

=====

Relative to the most stable one, in eV, the structures come out at version P 0.155; version Q 0.000.

=====

Version P
ORCA calculation (ωB97M-V with the def2-TZVPD basis set) on a cluster of 2 separate species, C2H5NO3 in total.

Output
Molar mass in u: 91.07
Gap between HOMO and LUMO in hartree: 0.42039
E_HOMO in eV: -10.6
SMILES: C=NO.O=CO

Structure (ORCA input):
```
! wB97M-V def2-TZVPD RIJCOSX def2/J DEFGRID3
* xyz 0 1
C 0.5046 2.8034 -0.8426
C 0.1158 -1.4759 0.0582
N -0.5309 -0.5798 0.6713
O 0.8828 2.8139 0.2857
O 0.3432 1.7978 -1.6289
O -1.5673 -1.1057 1.4655
H -0.0505 3.6962 -1.3351
H 0.8073 -0.9213 -0.5708
H -0.1419 -2.5275 0.0918
H 0.5975 0.9855 -1.1323
H -1.9119 -0.3484 1.9618
*
```

=====

Version Q
ORCA calculation (ωB97M-V with the def2-TZVPD basis set) on an isolated molecule of C2H5NO3.

Output
Molar mass in u: 91.07
Gap between HOMO and LUMO in hartree: 0.30387
E_HOMO in eV: -9.0

Structure (ORCA input):
```
! wB97M-V def2-TZVPD RIJCOSX def2/J DEFGRID3
* xyz 0 1
C -0.4622 1.5804 0.0052
C 0.6491 0.5893 -0.2392
N 0.2433 -1.8273 0.3507
O -0.3442 -0.7373 -0.4015
O -1.5995 1.1308 0.3185
O 1.6041 0.6673 -1.0138
H -1.4352 0.0451 0.0941
H 1.1192 -2.0066 -0.1438
H -0.3600 -2.6142 0.1176
H 0.8735 0.5161 0.8952
H -0.2880 2.6564 0.0170
*
```

=====

Relative to the most stable one, in eV, the structures come out at version P 0.000; version Q 2.426.

=====

Version P
ORCA calculation (ωB97M-V with the def2-TZVPD basis set) on a cluster of 2 separate species, C2H5NO3 in total.

Output
Molar mass in u: 91.07
Gap between HOMO and LUMO in hartree: 0.29815
E_HOMO in eV: -7.6

Structure (ORCA input):
```
! wB97M-V def2-TZVPD RIJCOSX def2/J DEFGRID3
* xyz 0 1
C 0.9193 0.4926 0.6167
C -0.6428 -0.7653 0.0758
N -1.5780 -0.6801 -0.8972
O 1.4619 0.5380 -0.6028
O 0.8672 1.6731 1.2386
O -0.7682 -1.4633 1.0739
H 0.9708 2.4004 0.6045
H 1.5882 -0.4139 -0.8505
H 0.9541 -0.3447 1.3241
H -1.3598 -0.1850 -1.7465
H -2.4126 -1.2519 -0.8365
*
```

=====

Version Q
ORCA calculation (ωB97M-V with the def2-TZVPD basis set) on an isolated molecule of C2H5NO3.

Output
Molar mass in u: 91.07
Gap between HOMO and LUMO in hartree: 0.39069
E_HOMO in eV: -10.1
SMILES: O=C(CO)NO

Structure (ORCA input):
```
! wB97M-V def2-TZVPD RIJCOSX def2/J DEFGRID3
* xyz 0 1
C -1.1810 -0.5602 0.0399
C 0.1031 0.2441 -0.0137
H -1.7546 1.2995 0.2138
H -1.2084 -1.4719 -0.7727
H -1.2552 -1.1209 1.1020
H 1.4303 -1.2616 -0.5727
H 2.2127 1.1343 -0.3099
N 1.2866 -0.3897 0.1556
O -2.2091 0.4118 0.0375
O 0.0795 1.4514 0.0154
O 2.4961 0.2630 0.1048
*
```

=====

Relative to the most stable one, in eV, the structures come out at version P 0.000; version Q 0.283.

=====

Version P
ORCA calculation (ωB97M-V with the def2-TZVPD basis set) on a cluster of 2 separate species, C2H5NO3 in total.

Output
Molar mass in u: 91.07
Gap between HOMO and LUMO in hartree: 0.39957
E_HOMO in eV: -10.2
SMILES: NC=O.O=CO

Structure (ORCA input):
```
! wB97M-V def2-TZVPD RIJCOSX def2/J DEFGRID3
* xyz 0 1
C 1.1931 -2.0644 0.0054
N 0.4232 -2.7722 0.8683
O 2.4037 -2.0390 -0.0450
H 0.6457 -1.2963 -0.5678
H -0.3785 -3.2000 0.4361
H 0.8929 -3.1096 1.6937
O -2.2408 2.5712 -0.9582
C -1.3340 2.7390 -0.2006
O -0.2035 3.3955 -0.5320
H -1.2147 2.3082 0.7923
H -0.1871 3.4675 -1.4922
*
```

=====

Version Q
ORCA calculation (ωB97M-V with the def2-TZVPD basis set) on a cluster of 2 separate species, C2H5NO3 in total.

Output
Molar mass in u: 91.07
Gap between HOMO and LUMO in hartree: 0.41095
E_HOMO in eV: -10.6
SMILES: O=CNC=O.O

Structure (ORCA input):
```
! wB97M-V def2-TZVPD RIJCOSX def2/J DEFGRID3
* xyz 0 1
O 0.4754 -0.3723 1.1922
C 1.3863 -0.8486 0.5767
N 1.6405 -2.2048 0.4576
C 0.7547 -3.2289 0.7784
O 0.9112 -4.3402 0.3580
H 2.1462 -0.2559 0.0334
H 2.3778 -2.4822 -0.1790
H -0.0598 -2.8964 1.4316
H -3.0894 4.9735 -1.0262
H -3.0178 5.9157 -2.2105
O -3.5250 5.7400 -1.4121
*
```

=====

Relative to the most stable one, in eV, the structures come out at version P 0.221; version Q 0.000.

=====

Version P
ORCA calculation (ωB97M-V with the def2-TZVPD basis set) on the ion C4H8IN2 with charge +1.

Output
Molar mass in u: 211.03
Gap between HOMO and LUMO in hartree: 0.35461
E_HOMO in eV: -13.8
SMILES: [H]/N=C1/C[NH2+]C[C@@H]1I

Structure (ORCA input):
```
! wB97M-V def2-TZVPD RIJCOSX def2/J DEFGRID3
* xyz 1 1
C 0.0500 1.2363 0.0603
C -0.8183 0.3685 0.9431
C -0.0591 -1.0497 -0.7163
C 0.8265 0.1910 -0.8332
N -0.1235 2.4639 -0.0707
N -0.4654 -1.0428 0.7054
I 2.7995 -0.2304 0.0758
H -0.7910 0.5955 1.9490
H -1.8249 0.2202 0.5232
H -0.9031 -1.0589 -1.3865
H 0.3895 -1.9760 -1.0061
H 1.1803 0.3664 -1.8125
H 0.4664 2.7538 -0.8699
H 0.4737 -1.2109 1.3567
H -1.2004 -1.6270 1.0816
*
```

=====

Version Q
ORCA calculation (ωB97M-V with the def2-TZVPD basis set) on the ion C4H8IN2 with charge +1.

Output
Molar mass in u: 211.03
Gap between HOMO and LUMO in hartree: 0.33674
E_HOMO in eV: -12.8
SMILES: C/[NH+]=C\N/C=C\I

Structure (ORCA input):
```
! wB97M-V def2-TZVPD RIJCOSX def2/J DEFGRID3
* xyz 1 1
C -0.8967 1.0658 0.4817
C -0.8477 -1.3814 0.3120
C 1.3549 0.4662 -0.3362
C -1.4806 -2.3013 -0.4028
N -1.3448 -0.1325 0.6202
N 0.2589 1.4295 0.0257
I -3.4721 -2.2302 -1.0894
H -1.5691 1.9364 0.7612
H 0.0965 -1.6416 0.5948
H 0.8528 -0.3720 -0.5588
H 1.9520 0.2894 0.5509
H 1.8994 0.9022 -1.1108
H -0.9066 -2.9881 -1.0071
H -2.3738 -0.1292 0.5854
H 0.6366 2.4538 0.0055
*
```

=====

Relative to the most stable one, in eV, the structures come out at version P 0.000; version Q 0.058.

=====

Version P
ORCA calculation (ωB97M-V with the def2-TZVPD basis set) on the ion C4H10N2O2 with charge +1.

Output
⟨S²⟩: 1.577
Molar mass in u: 118.14
Gap between HOMO and LUMO (alpha / beta) in hartree: 0.35926 / 0.21634
E_HOMO (alpha / beta) in eV: -15.1 / -14.1

Structure (ORCA input):
```
! wB97M-V def2-TZVPD RIJCOSX def2/J DEFGRID3
* xyz 1 2
N 1.1515 -0.9471 2.0805
C 0.3423 0.1981 2.3814
C -1.0996 0.1569 1.6894
N -0.8925 -0.1232 0.2755
C -0.5970 0.9664 -0.6679
C 0.1549 0.4188 -1.9317
O -0.4968 -0.6523 -2.4512
O 1.4224 0.0471 -1.4750
H 0.2044 1.2740 -2.6740
H 1.3893 -0.8787 -1.7383
H 0.5093 -1.7616 2.1653
H 0.3684 -0.4179 3.2762
H 0.8548 1.1510 2.2857
H -1.6968 1.0769 1.8077
H -1.6556 -0.7112 2.1244
H -0.3119 -0.9635 0.1421
H -0.1216 1.8663 -0.2178
H -1.5618 1.2568 -1.0808
*
```

=====

Version Q
ORCA calculation (ωB97M-V with the def2-TZVPD basis set) on the ion C4H10N2O2 with charge +1.

Output
⟨S²⟩: 0.755
Molar mass in u: 118.14
Gap between HOMO and LUMO (alpha / beta) in hartree: 0.40592 / 0.20405
E_HOMO (alpha / beta) in eV: -14.1 / -14.0

Structure (ORCA input):
```
! wB97M-V def2-TZVPD RIJCOSX def2/J DEFGRID3
* xyz 1 2
C -1.0286 -0.3432 -0.9666
N -0.3076 -0.0892 -2.2165
C 0.5791 -1.0533 -2.7042
O 0.5967 -2.1699 -2.1458
C 0.0262 -0.5972 0.1793
N -0.4360 0.3066 1.2874
C 0.6932 0.7322 2.1264
O 0.2127 1.8795 2.7313
H -1.6734 0.5623 -0.6596
H -1.7958 -1.0889 -1.0457
H -0.2064 0.9265 -2.4594
H 1.0776 -0.6938 -3.6706
H 1.0865 -0.4251 -0.0224
H -0.1430 -1.6794 0.3886
H -1.0377 0.9875 1.0389
H 0.7294 0.0694 2.9129
H 1.7641 0.9401 1.6284
H -0.1367 1.7358 3.5975
*
```

=====

Relative to the most stable one, in eV, the structures come out at version P 3.854; version Q 0.000.